{
  "formula": "C2H3LiO2Yb",
  "method": "ωB97M-V with the def2-TZVPD basis set",
  "species": ["H", "O", "C", "C", "O", "Yb", "Li", "H", "H"],
  "positions_angstrom": [[-1.400, 0.112, 0.444], [-1.695, 0.961, -0.940], [-0.453, 0.957, -0.777], [-0.235, 0.287, 0.514], [0.642, -0.799, 0.581], [2.781, -1.188, 0.184], [-0.025, -2.490, 0.234], [0.320, 1.153, -1.515], [0.065, 1.007, 1.274]],
  "e_homo_ev": -16.7,
  "e_tot_ev": -37932.955,
  "de_lowest_kj_mol": 11.8,
  "multiplicity": 1,
  "charge": 2,
  "lumo_ha": -0.390,
  "homo_lumo_gap_ha": 0.222
}